(1)
Below is a structure of composition C30H43N5O2S3Sm at a distorted geometry, with properties calculated with ωB97M-V with the def2-TZVPD basis set.

Geometry as XYZ:
```
84
Properties=species:S:1:pos:R:3:mulliken_charge:R:1
Sm 0.2163 0.0296 0.5311 0.10
C 2.8072 -1.6020 1.0689 -1.10
N 2.3056 -0.3633 1.7106 0.80
C 2.0747 -0.6115 3.1649 -1.09
C 0.8073 -1.4130 3.4800 -0.30
C -0.5181 -0.6472 3.6837 -0.90
N -1.1239 0.2104 2.6288 -0.25
C -2.2290 -0.1413 2.0894 -0.86
C -2.7230 -1.5276 2.0334 0.78
C -4.0103 -1.9223 2.3804 -0.86
C -4.3695 -3.2580 2.3042 -0.87
C -3.4223 -4.1860 1.8736 -0.49
C -2.1513 -3.7954 1.4814 -0.87
C -1.7900 -2.4485 1.5132 0.75
O -0.6281 -2.0233 1.0051 -0.11
C 3.2955 0.7361 1.5234 -1.05
C 3.3020 1.3689 0.1307 -0.39
C 2.2920 2.4946 -0.1957 -0.89
N 0.8104 2.3386 -0.1354 -0.31
C 0.1349 2.2968 -1.2219 -0.99
C 0.6777 1.8887 -2.5257 1.03
C 0.4867 2.5953 -3.7099 -0.97
C 1.0683 2.1554 -4.8863 -0.87
C 1.8323 0.9887 -4.8602 -0.46
C 1.9819 0.2470 -3.7003 -0.74
C 1.3763 0.6581 -2.5079 0.39
O 1.3939 -0.1089 -1.4247 -0.16
H 3.7407 -1.9180 1.5428 0.43
H 2.9806 -1.4261 0.0086 0.34
H 2.0700 -2.4001 1.1584 0.31
H 2.0234 0.3534 3.6612 0.36
H 2.9413 -1.1534 3.5569 0.50
H 0.9787 -1.8981 4.4429 0.65
H 0.6685 -2.2179 2.7633 -0.05
H -0.3559 0.0616 4.4989 0.62
H -1.2577 -1.3780 4.0120 0.46
H -2.7493 0.6442 1.5311 0.62
H -4.7210 -1.1834 2.7323 0.49
H -5.3634 -3.5775 2.5837 0.42
H -3.6858 -5.2356 1.8277 0.45
H -1.4262 -4.5156 1.1217 0.49
H 4.2927 0.3306 1.7251 0.48
H 3.0861 1.4992 2.2677 0.36
H 3.2719 0.6023 -0.6366 0.02
H 4.2699 1.8644 0.0248 0.64
H 2.5530 2.8607 -1.1894 0.52
H 2.4720 3.2983 0.5216 0.61
H -0.9415 2.4678 -1.1029 0.75
H -0.0930 3.5121 -3.6980 0.48
H 0.9404 2.7090 -5.8057 0.43
H 2.3066 0.6417 -5.7703 0.45
H 2.5531 -0.6737 -3.6933 0.56
C -1.5020 -0.2357 -4.1728 0.64
C -2.5381 0.2618 -3.1709 -1.13
S -2.4085 -0.2276 -1.4298 0.16
C -3.0561 -1.9226 -1.4314 -0.55
C -2.1503 -3.1099 -1.8283 -1.38
S -0.3988 -2.7288 -2.0403 0.33
C -0.0250 -3.5454 -3.6018 -1.04
C -0.2856 -2.6806 -4.8407 -0.35
S -1.8923 -1.8409 -4.9342 -0.15
H -0.5320 -0.3228 -3.6958 -1.08
H -1.4217 0.5065 -4.9671 0.59
H -3.5533 -0.0101 -3.4667 0.60
H -2.5066 1.3533 -3.1397 0.40
H -3.9188 -1.8868 -2.0981 0.68
H -3.4433 -2.0648 -0.4246 0.00
H -2.5002 -3.5111 -2.7741 0.60
H -2.2588 -3.8801 -1.0672 0.59
H -0.5772 -4.4847 -3.6456 0.44
H 1.0340 -3.8054 -3.5641 0.44
H -0.2151 -3.2945 -5.7403 0.50
H 0.4776 -1.9063 -4.9274 0.00
C -0.3682 5.2629 3.5707 -0.95
N 0.8214 4.4338 3.7456 0.03
C 2.0302 5.0345 4.3006 -0.95
C 0.8630 3.2332 3.1987 0.18
N 0.8793 2.1896 2.6978 -0.19
H -0.6739 5.6691 4.5344 0.34
H -1.1746 4.6519 3.1747 0.28
H -0.1671 6.0841 2.8802 0.33
H 1.8121 5.4529 5.2827 0.34
H 2.4024 5.8268 3.6483 0.33
H 2.7948 4.2698 4.4081 0.29
```

Values from the calculation:
HOMO-LUMO gap (alpha / beta): 7.3 / 7.5 eV
E_tot: -3445.5656 hartree
Highest occupied orbital energy (alpha / beta): -10.27 / -10.28 eV
Multiplicity: 6
Expectation value of S²: 8.760
Net charge: +1

***

(2)
Below is a structure of composition C32H66F6N6O16P2V at a distorted geometry, with properties calculated with ωB97M-V with the def2-TZVPD basis set.

Geometry as XYZ:
```
129
Properties=species:S:1:pos:R:3:mulliken_charge:R:1
O -2.3514 0.9813 1.8201 -0.45
V -1.2912 0.7310 3.0489 0.80
C 0.7332 0.1094 0.3806 -0.61
O -0.2284 -0.9100 0.2235 0.96
O 0.4849 0.6059 1.6629 -0.97
C 2.1628 -0.5679 0.0215 0.73
F 2.2232 -0.6272 -1.2472 -0.13
F 3.2633 0.1981 0.3467 -0.35
F 2.4101 -1.7971 0.4465 -0.27
C -0.9326 -1.0217 -0.9585 0.05
C -1.9201 -2.0945 -0.7842 -1.09
H -2.4733 -2.2137 -1.7158 0.49
H -1.4102 -3.0266 -0.5405 0.21
H -2.5215 -1.7812 0.0691 -0.17
H -0.4290 -1.2183 -1.9050 -0.11
H -1.4753 -0.0851 -1.0862 0.38
H 0.6216 0.8239 -0.4349 0.26
C -3.2819 -0.1763 5.1430 0.33
O -2.5661 -0.8049 4.0506 0.84
O -2.7843 1.1164 4.9418 -0.94
C -4.8773 -0.3167 5.1573 0.54
F -5.3130 -1.4530 5.6364 -0.28
F -5.4074 0.6451 5.8860 -0.28
F -5.3634 -0.1745 3.9521 -0.23
C -2.5063 -2.2034 3.9147 -0.32
C -1.5727 -2.5036 2.7504 -0.12
H -1.5834 -3.5299 2.3834 0.61
H -1.5253 -1.8922 1.8493 -0.50
H -0.5688 -2.4469 3.1711 -0.60
H -3.4790 -2.5257 3.5431 0.23
H -2.0605 -2.6818 4.7867 0.40
H -2.9186 -0.6288 6.0657 0.25
C 3.0260 -2.7018 -3.6278 -0.98
C 2.0943 -4.0031 -3.2336 0.12
C 1.4286 -4.0662 -1.8641 0.25
O 0.1110 -4.4535 -2.2013 -0.38
C -0.1185 -4.1866 -3.5474 0.76
O -1.1963 -4.5149 -4.0896 -0.63
O 0.9750 -3.8129 -4.1402 -0.25
H 2.5019 -1.8020 -3.3056 -0.03
H 3.3743 -2.8631 -4.6480 0.40
H 3.8011 -2.9126 -2.8909 0.49
H 2.6620 -4.9318 -3.2903 0.24
H 1.6015 -3.0800 -1.4333 -0.31
H 1.7203 -4.9194 -1.2517 0.36
C -5.4709 -1.5475 0.8022 -0.88
C -6.9821 -1.5232 0.5239 0.16
C -7.7180 -2.5923 -0.3421 -0.35
O -8.3293 -3.3912 0.6158 -0.36
C -8.2535 -2.8354 1.9035 0.62
O -8.8258 -3.2873 2.8560 -0.52
O -7.5652 -1.6758 1.7667 -0.33
H -5.2054 -2.3643 1.4733 0.19
H -5.2035 -0.5877 1.2441 0.34
H -5.0046 -1.7158 -0.1686 0.26
H -7.3625 -0.5831 0.1245 0.30
H -6.9128 -3.1068 -0.8666 0.28
H -8.4527 -2.1666 -1.0256 0.28
C 0.5637 -1.1195 -6.0712 -0.97
C -0.9428 -1.2872 -6.0201 0.67
C -1.7214 -0.3868 -5.0622 0.21
O -2.8017 0.2437 -5.8609 -0.44
C -2.5330 -0.0359 -7.2060 0.54
O -3.0182 0.5129 -8.1624 -0.52
O -1.4303 -0.8589 -7.2747 -0.41
H 0.8150 -0.1319 -6.4578 0.40
H 0.9788 -1.8614 -6.7534 0.36
H 0.9122 -1.1386 -5.0386 -0.09
H -1.2321 -2.3212 -5.8325 0.18
H -1.0850 0.3789 -4.6185 0.04
H -2.3167 -0.8353 -4.2668 0.00
O 0.1315 -0.0526 4.6865 0.07
P 1.2981 -0.4364 5.5283 -0.09
N 1.0533 -0.6064 7.2460 0.42
C 0.1208 0.1733 8.0472 -0.94
C 1.8577 -1.4973 8.0471 -1.28
N 2.5883 0.7322 5.3518 0.26
C 3.9264 0.5841 5.7791 -1.13
C 2.6001 1.7437 4.2761 -1.12
N 1.8985 -2.0006 5.0260 0.30
C 2.7964 -2.0330 3.9431 -0.77
C 1.2773 -3.3676 5.3715 -1.11
H -0.8408 0.2696 7.5430 0.13
H 0.6241 1.1015 8.3182 0.31
H -0.2713 -0.3921 8.8926 0.38
H 2.3470 -2.3586 7.5924 0.36
H 1.2132 -1.9922 8.7735 0.42
H 2.5237 -0.9878 8.7434 0.40
H 4.4171 1.5483 5.9124 0.39
H 3.8454 0.3603 6.8427 0.28
H 4.5927 -0.0723 5.2194 0.35
H 3.1125 2.6940 4.4258 0.40
H 2.6709 1.2820 3.2912 0.35
H 1.5921 2.1300 4.4279 0.19
H 3.6606 -1.4329 4.2277 -0.10
H 3.1364 -3.0388 3.6960 0.41
H 2.1897 -1.5994 3.1481 0.33
H 2.0320 -4.1439 5.4970 0.41
H 0.5901 -3.6170 4.5631 0.38
H 0.7653 -3.4366 6.3313 0.33
O 4.6276 4.0266 -4.8009 -0.88
P 3.2036 4.3585 -4.5335 0.34
N 2.2710 4.8955 -5.7912 0.28
C 0.8516 4.9126 -5.7007 -1.13
C 2.7872 5.6069 -6.9492 -0.99
N 3.2665 5.7669 -3.6022 0.28
C 2.1568 6.1854 -2.7061 -1.13
C 4.2467 6.8025 -3.9142 -0.99
N 2.4093 3.1268 -3.5363 0.45
C 2.8275 2.9357 -2.0897 -1.17
C 1.9720 1.9198 -4.1170 -0.89
H 0.6060 4.0918 -5.0267 0.36
H 0.4189 4.7430 -6.6866 0.44
H 0.4943 5.8249 -5.2231 0.21
H 2.7896 5.0027 -7.8564 0.32
H 3.8068 5.9564 -6.7872 0.30
H 2.0622 6.3775 -7.2116 0.38
H 1.4650 5.3434 -2.7297 0.35
H 2.4586 6.3393 -1.6701 0.32
H 1.6283 7.0559 -3.0948 0.38
H 5.1863 6.8007 -3.3618 0.31
H 4.5775 6.8273 -4.9525 0.22
H 3.8871 7.8243 -3.7929 0.36
H 3.5173 2.1028 -1.9541 0.34
H 3.3116 3.8768 -1.8290 0.46
H 1.9577 2.8465 -1.4388 0.37
H 2.7860 1.3130 -4.5135 0.37
H 1.2535 2.1466 -4.9047 0.24
H 1.4836 1.3715 -3.3115 0.11
```

Values from the calculation:
HOMO-LUMO gap (alpha / beta): 6.3 / 6.8 eV
E_tot: -5017.1018 hartree
Highest occupied orbital energy (alpha / beta): -8.12 / -8.12 eV
Multiplicity: 2
Expectation value of S²: 0.834
Net charge: 0